This record from the OMol25 dataset describes a cluster of 9 separate species, C33H48O27 in total. The level of theory is the ωB97M-V functional and the def2-TZVPD basis.

Each line ends with the Mulliken charge.
Geometry (Å):
C (-0.226, -1.012, -3.644)  0.40
C (0.170, -1.967, -2.489)  1.02
O (-0.622, -3.110, -2.765)  -0.40
C (-1.245, -3.017, -3.965)  0.55
O (-1.930, -3.877, -4.414)  -0.57
O (-1.098, -1.784, -4.458)  -0.37
H (0.640, -0.800, -4.273)  0.05
H (-0.599, -0.057, -3.282)  -0.29
H (-0.072, -1.518, -1.530)  -0.64
H (1.239, -2.158, -2.577)  0.15
C (-4.095, -4.372, -0.151)  -0.60
C (-2.740, -3.680, -0.317)  0.23
O (-3.196, -2.363, -0.609)  -0.10
C (-4.296, -2.133, 0.118)  0.42
O (-4.702, -1.063, 0.414)  -0.51
O (-4.893, -3.342, 0.438)  -0.32
H (-3.931, -5.195, 0.543)  0.37
H (-4.573, -4.702, -1.072)  0.33
H (-2.079, -4.093, -1.069)  0.50
H (-2.276, -3.677, 0.676)  -0.34
C (0.579, -3.961, 1.901)  -0.29
C (0.676, -2.548, 1.329)  0.94
O (0.571, -1.723, 2.480)  0.07
C (0.842, -2.466, 3.587)  0.45
O (0.828, -2.055, 4.696)  -0.55
O (1.085, -3.739, 3.226)  -0.44
H (1.198, -4.683, 1.379)  0.38
H (-0.452, -4.304, 1.981)  0.19
H (-0.115, -2.386, 0.595)  -0.74
H (1.600, -2.224, 0.845)  0.10
C (-1.360, 2.297, 3.710)  -1.53
C (-1.191, 1.102, 2.799)  0.83
C (-2.390, 0.719, 1.971)  -0.14
O (-1.749, 0.138, 0.829)  -0.20
C (-0.541, 0.715, 0.658)  0.03
O (0.097, 0.604, -0.351)  -0.18
O (-0.216, 1.400, 1.752)  -0.05
H (-1.843, 3.136, 3.208)  0.24
H (-0.382, 2.672, 4.018)  0.32
H (-1.931, 2.037, 4.599)  0.42
H (-0.764, 0.254, 3.335)  -0.14
H (-3.047, 1.525, 1.643)  0.34
H (-2.979, -0.023, 2.505)  -0.02
C (-4.881, -5.828, 4.440)  -1.61
C (-4.677, -4.707, 3.433)  1.21
C (-5.728, -3.612, 3.519)  -0.46
O (-5.005, -2.401, 3.659)  -0.33
C (-3.697, -2.656, 3.771)  0.59
O (-2.828, -1.852, 3.846)  -0.44
O (-3.484, -4.005, 3.842)  -0.36
H (-4.807, -5.392, 5.438)  0.40
H (-4.109, -6.598, 4.406)  0.36
H (-5.828, -6.360, 4.340)  0.38
H (-4.489, -5.097, 2.437)  -0.44
H (-6.296, -3.782, 4.436)  0.39
H (-6.392, -3.639, 2.659)  0.29
C (3.317, -0.028, 1.753)  -1.11
C (4.239, 1.094, 2.141)  0.52
C (4.494, 2.144, 1.061)  -0.22
O (4.721, 3.335, 1.832)  -0.39
C (4.202, 3.152, 3.064)  0.63
O (4.169, 3.980, 3.918)  -0.55
O (3.725, 1.900, 3.208)  -0.38
H (3.745, -0.620, 0.940)  0.37
H (2.399, 0.398, 1.337)  0.02
H (3.029, -0.723, 2.538)  0.32
H (5.208, 0.741, 2.510)  0.35
H (3.743, 2.291, 0.282)  0.16
H (5.417, 1.958, 0.507)  0.25
C (5.736, 0.687, -5.075)  -1.49
C (4.749, -0.302, -4.463)  0.39
C (5.144, -0.772, -3.041)  -0.63
O (4.017, -0.433, -2.242)  -0.29
C (3.116, 0.255, -2.954)  0.15
O (2.119, 0.739, -2.517)  0.17
O (3.530, 0.399, -4.225)  -0.30
H (5.288, 1.320, -5.841)  0.33
H (6.566, 0.132, -5.511)  0.40
H (6.084, 1.399, -4.324)  0.38
H (4.624, -1.145, -5.143)  0.30
H (6.044, -0.235, -2.740)  0.31
H (5.351, -1.837, -2.964)  0.33
C (1.258, 5.272, 2.280)  -1.23
C (0.294, 5.893, 1.287)  0.35
C (0.146, 5.115, -0.025)  -0.13
O (-1.102, 4.455, 0.126)  -0.10
C (-1.785, 4.964, 1.170)  0.53
O (-2.884, 4.640, 1.488)  -0.55
O (-1.014, 5.828, 1.859)  -0.39
H (1.060, 4.199, 2.376)  0.07
H (1.259, 5.753, 3.253)  0.43
H (2.272, 5.309, 1.867)  0.38
H (0.569, 6.939, 1.143)  0.31
H (0.952, 4.378, -0.060)  0.07
H (0.246, 5.713, -0.930)  0.35
C (-0.504, 3.028, -2.968)  -0.48
C (-0.307, 3.249, -4.453)  0.31
C (0.985, 2.703, -5.049)  0.47
O (0.507, 1.789, -6.031)  -0.36
C (-0.851, 1.738, -6.042)  0.60
O (-1.497, 0.986, -6.690)  -0.53
O (-1.362, 2.682, -5.231)  -0.40
H (-0.310, 1.997, -2.655)  -0.40
H (-1.479, 3.340, -2.604)  0.54
H (0.267, 3.530, -2.376)  0.02
H (-0.360, 4.332, -4.600)  0.35
H (1.508, 2.173, -4.256)  -0.44
H (1.581, 3.531, -5.427)  0.30

The total energy comes out at -90283.86904 eV. For the molar mass, the calculation gives 876.72 g/mol. The max |F| is 1.81 eV Å⁻¹. As for the spin multiplicity: 1. The relative energy (zero: lowest compared OMol25 entry of this formula, charge and spin) is 0.0 kJ/mol. The value obtained for the orbital gap is 0.39091 Eh. For the highest occupied orbital energy, the calculation gives -10.69 eV.

This record from the OMol25 dataset describes a structure of composition C5H8O. The level of theory is the ωB97M-V functional and the def2-TZVPD basis.

Each line ends with the Mulliken charge.
Geometry (Å):
C (1.878, 0.600, 0.355)  -1.04
C (-0.111, 0.445, -0.713)  -0.36
C (-0.436, -1.051, -0.762)  -0.65
C (-1.683, -0.617, -0.003)  0.00
O (-1.289, -0.307, 1.308)  -0.41
C (-1.108, 0.729, 0.314)  -0.34
H (1.455, 0.033, 1.185)  0.26
H (2.184, 1.598, 0.679)  0.34
H (2.698, 0.056, -0.121)  0.32
H (1.155, 0.861, -0.577)  0.51
H (0.162, -1.773, -0.198)  0.28
H (-0.575, -1.396, -1.791)  0.27
H (-2.727, -0.848, -0.202)  0.40
H (-1.604, 1.670, 0.526)  0.41

The total energy comes out at -7356.12378 eV. For the molar mass, the calculation gives 84.12 g/mol. The max |F| is 0.52 eV Å⁻¹. As for the spin multiplicity: 1. The relative energy (zero: lowest compared OMol25 entry of this formula, charge and spin) is 591.6 kJ/mol. The value obtained for the orbital gap is 0.33791 Eh. For the highest occupied orbital energy, the calculation gives -8.25 eV.

This record from the OMol25 dataset describes a cluster of 3 separate species, C4H17N2O2 in total. The level of theory is the ωB97M-V functional and the def2-TZVPD basis.

Each line ends with the Mulliken charge.
Geometry (Å):
N (-1.216, 1.081, -0.713)  -0.57
C (-0.679, 0.763, 0.681)  -0.21
C (0.030, -0.620, 0.576)  -0.55
N (0.613, -0.983, -0.841)  0.22
C (-0.195, -2.163, -1.396)  -1.00
C (2.108, -1.298, -0.881)  -0.91
H (-0.840, 1.912, -1.146)  0.21
H (-2.262, 0.955, -0.856)  0.20
H (0.495, -0.134, -1.482)  0.34
H (-1.611, 0.637, 1.263)  0.18
H (0.001, 1.420, 1.176)  0.34
H (-0.712, -1.488, 0.866)  0.34
H (0.941, -0.513, 1.140)  0.22
H (-1.271, -1.986, -1.124)  0.37
H (0.266, -3.072, -1.002)  0.40
H (-0.101, -2.301, -2.467)  0.36
H (2.497, -1.550, 0.110)  0.36
H (2.660, -0.388, -1.075)  0.34
H (2.411, -2.026, -1.642)  0.37
H (-2.091, -0.719, 3.549)  0.30
H (-2.681, 0.583, 3.433)  0.29
O (-1.901, 0.140, 3.241)  -0.61
H (1.132, 3.452, -0.701)  0.29
H (1.822, 2.673, -1.768)  0.31
O (1.398, 2.582, -0.901)  -0.59

The total energy comes out at -11491.49702 eV. For the molar mass, the calculation gives 125.19 g/mol. The max |F| is 4.06 eV Å⁻¹. As for the spin multiplicity: 1. Its charge is +1. The relative energy (zero: lowest compared OMol25 entry of this formula, charge and spin) is 231.0 kJ/mol. The value obtained for the orbital gap is 0.37919 Eh. For the highest occupied orbital energy, the calculation gives -12.87 eV.

This record from the OMol25 dataset describes a structure of composition C4H6F4N2V. The level of theory is the ωB97M-V functional and the def2-TZVPD basis.

Each line ends with the Mulliken charge.
Geometry (Å):
V (-0.299, -0.056, 0.500)  1.09
F (-1.872, -0.154, 1.802)  -0.67
F (1.422, 0.019, -0.570)  -0.68
F (0.740, 1.090, 1.963)  -0.67
F (-1.324, -0.976, -1.010)  -0.72
C (-2.464, 3.243, -1.965)  -0.85
C (-1.672, 2.486, -0.975)  0.46
N (-1.044, 1.933, -0.200)  -0.10
H (-2.747, 2.581, -2.779)  0.26
H (-1.849, 4.088, -2.254)  0.26
H (-3.397, 3.525, -1.480)  0.27
C (2.803, -3.285, 1.086)  -0.84
C (1.616, -2.463, 1.267)  0.55
N (0.680, -1.822, 1.412)  -0.20
H (2.979, -3.879, 1.980)  0.30
H (3.614, -2.546, 1.098)  0.26
H (2.813, -3.784, 0.125)  0.26

The total energy comes out at -43787.62974 eV. The expectation value of S² is 2.008. For the molar mass, the calculation gives 209.04 g/mol. The max |F| is 2.25 eV Å⁻¹. As for the spin multiplicity: 3. Its charge is -1. The relative energy (zero: lowest compared OMol25 entry of this formula, charge and spin) is 87.7 kJ/mol. The value obtained for the orbital gap (spin up / spin down) is 0.29570 / 0.32284 Eh. For the highest occupied orbital energy (spin up / spin down), the calculation gives -5.03 / -5.77 eV.

relative energy (zero: lowest compared OMol25 entry of this formula, charge and spin) of number 2 (C5H8O)? 591.6 kJ/mol

Look up the max |F| of the fourth one. 2.25 eV Å⁻¹